Entry 1:
{
  "formula": "C5H8N",
  "method": "wB97M-V/def2-TZVPD",
  "symbols": ["C", "C", "C", "C", "C", "N", "H", "H", "H", "H", "H", "H", "H", "H"],
  "coordinates": [[1.3741, -0.8776, -1.8256], [0.5177, -0.3297, -0.9687], [2.7952, -0.5187, 0.2697], [-2.1049, 0.5355, 1.2408], [-2.0475, 0.7178, -0.1698], [1.8628, -0.5634, -0.5684], [1.7526, -1.2925, -2.7261], [2.6198, -0.1090, 1.2512], [3.7801, -0.8829, 0.0223], [-1.1943, 0.8831, 1.7429], [-2.3972, -0.4595, 1.5597], [-2.8408, 1.2738, 1.6215], [-1.6681, 1.6357, -0.5933], [-2.4495, -0.0127, -0.8561]],
  "forces_ev_per_angstrom": [[-0.3492, 0.4669, 0.9837], [-1.6489, 0.3600, -0.2898], [0.6818, 0.0600, 0.6680], [0.0138, -0.1058, 0.6498], [1.4141, -0.4610, -0.4404], [0.2973, -0.2666, -0.5164], [0.0945, -0.2073, -0.4601], [-0.1704, 0.0660, 0.0912], [0.0253, -0.0667, -0.1725], [-0.0202, -0.0108, -0.1428], [-0.0043, 0.0293, 0.0018], [-0.1099, -0.0192, -0.1806], [-0.0610, 0.1681, -0.0753], [-0.1628, -0.0130, -0.1166]],
  "total_charge": 1,
  "relative_energy_ev": 6.9297,
  "homo_lumo_gap_ev": 7.09,
  "e_homo_ev": -13.4
}

Entry 2:
{
  "formula": "C22H31NO4",
  "method": "wB97M-V/def2-TZVPD",
  "symbols": ["C", "C", "C", "C", "O", "C", "C", "O", "C", "C", "C", "C", "N", "C", "C", "C", "C", "C", "C", "O", "C", "C", "C", "O", "C", "C", "C", "H", "H", "H", "H", "H", "H", "H", "H", "H", "H", "H", "H", "H", "H", "H", "H", "H", "H", "H", "H", "H", "H", "H", "H", "H", "H", "H", "H", "H", "H", "H"],
  "coordinates": [[-1.6800, 3.2832, -2.1440], [-0.4022, 3.3774, -1.3191], [0.7690, 2.6513, -1.9796], [0.7008, 1.1600, -1.8585], [-0.3332, 0.7045, -1.2095], [1.6835, 0.3150, -2.3748], [2.7637, 0.8535, -3.1902], [2.9125, 2.0390, -3.4358], [3.7302, -0.1624, -3.7691], [4.0636, -1.2139, -2.7246], [2.8024, -1.9962, -2.3998], [1.6213, -1.1103, -2.0799], [0.5508, -1.5645, -1.5396], [0.3600, -2.8962, -1.0484], [0.7675, -2.9679, 0.4397], [0.1237, -1.8431, 1.2003], [0.7957, -0.6559, 1.4138], [0.1632, 0.4155, 2.0291], [-1.1519, 0.3129, 2.4443], [-1.8678, 1.3014, 3.0433], [-1.2814, 2.5780, 3.1770], [-2.3272, 3.5028, 3.7801], [-1.8425, -0.9066, 2.2530], [-3.1310, -0.9115, 2.6953], [-3.8763, -2.1081, 2.6686], [-3.4724, -3.0815, 3.7736], [-1.1964, -1.9583, 1.6302], [-1.5256, 3.7063, -3.1347], [-1.9862, 2.2467, -2.2512], [-2.4852, 3.8300, -1.6587], [-0.5789, 2.9531, -0.3296], [-0.1304, 4.4279, -1.1967], [0.8304, 2.9141, -3.0387], [1.7168, 2.9796, -1.5452], [-0.2355, -0.3261, -1.1758], [4.6196, 0.3691, -4.1101], [3.2616, -0.6332, -4.6381], [4.8388, -1.8900, -3.0916], [4.4426, -0.7245, -1.8241], [2.9842, -2.6686, -1.5586], [2.5245, -2.6158, -3.2604], [-0.7127, -3.0979, -1.1289], [0.9015, -3.6602, -1.6204], [1.8533, -2.8890, 0.5203], [0.4597, -3.9366, 0.8369], [1.8220, -0.5479, 1.0946], [0.7136, 1.3312, 2.1743], [-0.9650, 2.9547, 2.1937], [-0.3991, 2.5259, 3.8317], [-1.9160, 4.5013, 3.8997], [-3.1969, 3.5476, 3.1308], [-2.6399, 3.1245, 4.7492], [-4.9097, -1.7846, 2.8228], [-3.8116, -2.5882, 1.6835], [-3.5794, -2.5998, 4.7421], [-4.1115, -3.9600, 3.7424], [-2.4368, -3.3916, 3.6586], [-1.7096, -2.8917, 1.4579]],
  "forces_ev_per_angstrom": [[0.0811, 0.0375, 0.1914], [-0.0220, -0.1458, -0.1498], [-0.3498, 0.2779, 0.2647], [-0.0571, 0.0620, -0.0308], [0.1299, 0.3909, -0.0805], [-0.0736, -0.0601, 0.1900], [0.1336, -0.0270, -0.1803], [0.1824, 0.0482, -0.1137], [0.2394, 0.1356, 0.1064], [-0.0970, -0.0941, -0.1863], [0.0931, -0.1126, 0.1034], [-0.0436, -0.1379, -0.1110], [-0.3138, 0.3972, 0.0151], [0.1669, -0.3734, 0.1309], [-0.1877, 0.0791, -0.2569], [0.2765, 0.0505, 0.1639], [-0.0581, -0.2456, 0.0776], [-0.1645, 0.1532, 0.1606], [-0.0905, -0.0851, 0.0200], [-0.1160, -0.2381, -0.0378], [0.1100, 0.3884, 0.0731], [0.2217, -0.3667, -0.1684], [-0.0784, 0.2486, 0.0663], [0.3223, 0.2651, -0.0201], [-0.1798, -0.4397, 0.1008], [0.0257, 0.3409, -0.2581], [-0.1589, 0.0516, 0.0432], [-0.0241, 0.0499, -0.1220], [-0.0871, -0.0666, -0.0539], [-0.1396, 0.0396, -0.0248], [0.0148, 0.1011, 0.0757], [0.0404, -0.0243, 0.0542], [0.1002, -0.0150, 0.0774], [0.0071, -0.0599, -0.1402], [0.2033, -0.2829, -0.2089], [-0.1220, 0.0463, -0.0108], [-0.0121, -0.0277, -0.0511], [-0.0117, 0.0297, 0.0792], [0.0535, -0.0207, 0.0116], [-0.0978, -0.0534, -0.0544], [0.0341, -0.0354, 0.0481], [0.1179, -0.1627, 0.0112], [-0.0772, 0.0582, -0.0006], [0.0160, -0.0505, 0.0116], [0.0675, -0.0345, 0.0434], [0.1209, -0.0034, -0.0636], [-0.0065, 0.1320, 0.0337], [0.0262, -0.0947, 0.0981], [-0.0601, -0.0291, -0.1325], [0.0259, 0.1069, 0.0214], [-0.0943, 0.0527, -0.0514], [-0.0397, 0.0112, 0.1139], [0.1261, -0.0759, -0.1031], [-0.0387, 0.0969, 0.0572], [-0.0190, 0.0127, 0.0990], [-0.0551, -0.1141, 0.0093], [0.0636, -0.0805, 0.0272], [-0.1243, -0.1065, 0.0314]],
  "total_charge": 0,
  "relative_energy_ev": 1.3203,
  "homo_lumo_gap_ev": 8.57,
  "e_homo_ev": -7.9
}

Entry 3:
{
  "formula": "C2H3FNP",
  "method": "wB97M-V/def2-TZVPD",
  "symbols": ["C", "C", "N", "F", "P", "H", "H", "H"],
  "coordinates": [[0.9578, 0.2635, 0.8013], [0.1803, 0.4887, 1.8464], [1.7179, 0.3188, -0.1257], [-1.3884, -0.9000, -3.4397], [-2.7349, -1.2046, -2.5863], [0.3664, 0.0909, 2.7873], [-0.6177, 1.2752, 1.6945], [1.5187, -0.3325, -0.9778]],
  "forces_ev_per_angstrom": [[-1.3924, 0.6971, 1.8371], [-0.7777, 1.5347, -2.1983], [0.5231, -1.6000, -3.3645], [-0.5083, -0.1184, 0.3429], [0.5209, 0.1213, -0.3257], [0.1373, -0.8114, 1.3530], [1.0190, -1.1250, 0.3019], [0.4781, 1.3017, 2.0537]],
  "total_charge": 0,
  "relative_energy_ev": 0.0000,
  "multiplicity": 3,
  "homo_lumo_gap_ev": [9.59, 8.01],
  "e_homo_ev": [-9.0, -9.0]
}

Entry 4:
{
  "formula": "C3H2O2Tb",
  "method": "wB97M-V/def2-TZVPD",
  "symbols": ["O", "C", "C", "C", "O", "Tb", "H", "H"],
  "coordinates": [[-0.6046, 0.8391, 1.6785], [0.0325, 0.8572, 0.4816], [0.0746, -0.3618, -0.2922], [0.9381, -0.7812, -1.2868], [0.7313, -1.3542, -2.3483], [-1.1879, -1.1462, 1.7519], [1.0047, 1.3763, 0.5360], [-0.9887, 0.5707, -0.5208]],
  "forces_ev_per_angstrom": [[0.0525, 1.2358, -1.5003], [1.9749, -2.5859, 1.5763], [-1.2509, 2.0966, 1.2925], [-2.1828, -2.8669, -4.0441], [1.7138, 2.3153, 3.1563], [-0.4137, -1.3858, 0.5123], [-0.9372, 1.2613, -0.7618], [1.0435, -0.0706, -0.2312]],
  "total_charge": 1,
  "relative_energy_ev": 0.9725,
  "multiplicity": 7,
  "homo_lumo_gap_ev": [8.16, 6.96],
  "e_homo_ev": [-13.2, -12.2]
}

Entry 5:
{
  "formula": "C12H26Br6N2O2",
  "method": "wB97M-V/def2-TZVPD",
  "symbols": ["Br", "C", "C", "Br", "H", "H", "H", "H", "Br", "C", "C", "Br", "H", "H", "H", "H", "Br", "C", "C", "Br", "H", "H", "H", "H", "C", "O", "N", "C", "C", "H", "H", "H", "H", "H", "H", "H", "C", "O", "N", "C", "C", "H", "H", "H", "H", "H", "H", "H"],
  "coordinates": [[-20.3005, -14.4925, -14.8832], [-18.4903, -15.1261, -15.2143], [-17.4318, -13.9455, -14.9512], [-17.6409, -13.3605, -13.0509], [-18.5858, -15.4382, -16.2543], [-18.2754, -16.0752, -14.7232], [-17.5314, -13.0999, -15.6317], [-16.4787, -14.4449, -15.1248], [-18.7095, -15.6692, -17.7067], [-18.8686, -14.9383, -19.5185], [-18.5170, -13.4637, -19.4955], [-20.0062, -12.5118, -18.5605], [-19.8456, -15.2619, -19.8776], [-18.1045, -15.4106, -20.1358], [-18.4754, -13.1880, -20.5492], [-17.5654, -13.2904, -18.9930], [-21.4130, -11.7146, -16.2683], [-19.4561, -11.8929, -16.3629], [-18.7967, -11.0626, -15.2418], [-18.5259, -9.1243, -15.6556], [-19.0435, -11.7779, -17.3652], [-19.2574, -12.9352, -16.1136], [-17.7833, -11.4619, -15.2816], [-19.2620, -11.2727, -14.2788], [-18.8561, -14.7848, -22.8768], [-18.9195, -14.8640, -21.6462], [-17.7620, -14.8225, -23.6179], [-18.1165, -15.1758, -25.0316], [-16.4018, -15.0254, -23.0980], [-19.7735, -14.5643, -23.4442], [-19.0784, -14.7630, -25.3357], [-18.1944, -16.2619, -25.0827], [-17.3579, -14.7897, -25.7124], [-15.6010, -14.4581, -23.5723], [-16.4425, -14.8702, -22.0199], [-16.1259, -16.0601, -23.3015], [-15.7045, -15.0496, -19.7126], [-16.7406, -14.4238, -19.8793], [-15.5701, -16.1087, -18.8517], [-14.3164, -16.8578, -18.8287], [-16.6228, -16.6080, -17.9875], [-14.8227, -14.7925, -20.3197], [-13.4204, -16.4140, -19.2630], [-14.6146, -17.6964, -19.4579], [-14.1199, -17.2170, -17.8185], [-17.5633, -16.4331, -18.5100], [-16.6188, -17.6819, -17.8008], [-16.7060, -16.1488, -17.0025]],
  "forces_ev_per_angstrom": [[-0.0946, -1.2847, 0.8023], [0.5187, 1.4811, 2.5942], [-1.2751, -2.6559, 0.2047], [0.6550, -0.2525, -1.0447], [0.8436, 1.6775, 5.2382], [0.0117, 0.4788, 0.9555], [0.0562, -0.4623, 0.3956], [0.3059, 0.4331, 0.5028], [-10.4911, 3.7780, -4.6721], [-0.9325, -1.3414, 0.7462], [-2.7220, 0.5430, 0.6283], [-2.0685, -3.3537, -8.4797], [0.0217, 0.6392, 0.6522], [-1.2410, -0.6499, 1.2215], [-0.0492, 0.5933, 0.5863], [-1.4613, 0.9833, 0.5840], [0.2606, 0.7864, 0.4498], [1.4200, 2.2011, 4.7052], [0.1054, -0.5817, -1.1340], [-0.4814, -1.0168, 0.3171], [0.8586, 2.0115, 2.6176], [-0.4394, 0.5392, -0.1855], [0.0471, 0.6665, 0.5910], [0.1875, 0.7300, -0.0049], [-0.9013, 0.7081, 2.3796], [0.0009, 0.1314, -4.2661], [0.1493, 0.1846, -2.3105], [1.0774, 0.1067, 0.5491], [-0.7342, -0.9806, -0.0422], [0.0834, -0.3122, -0.0981], [0.1365, 0.1418, 0.3079], [0.1844, -0.0641, -0.3629], [0.0217, -0.1888, 0.0299], [-0.5466, 0.6068, -0.1124], [0.0543, 0.1599, -0.3055], [0.0319, -0.3059, 0.2207], [-0.1789, -0.9371, 0.8121], [5.6458, -1.0943, -1.0054], [1.8663, 1.2992, 0.0173], [-0.7546, -0.9798, -0.5067], [3.2828, -1.5718, -1.8783], [0.3066, -0.4200, 0.3012], [-0.3241, 0.4984, 0.0822], [0.8951, -0.6945, 0.1466], [0.1206, 0.1504, -0.0847], [3.7604, -2.1306, -1.4568], [0.7507, -0.3446, -0.3677], [1.0357, 0.0935, -0.3212]],
  "total_charge": 0,
  "relative_energy_ev": 14.4694,
  "homo_lumo_gap_ev": 7.85,
  "e_homo_ev": -7.7
}

One value per record, in order, for electronic energy: -249.5705; -1212.6180; -573.8678; -1089.9777; -16176.3897 Ha.
One value per record, in order, for F_max: 1.71; 0.52; 3.76; 5.42; 12.09 eV/A.